Below is C38H21Br4IrN4O8S3 as an isolated structure at a distorted geometry, with properties calculated with wB97M-V/def2-TZVPD.

Last column: Mulliken spin population.
Element x y z (Å)
Ir (0.10, 1.31, -1.53)  0.04
O (6.14, 0.03, -3.03)  0.00
C (4.89, 0.31, -2.59)  0.00
C (4.65, 0.93, -1.37)  0.00
C (3.34, 1.16, -0.98)  0.00
N (2.28, 0.82, -1.73)  0.00
C (2.55, 0.30, -2.93)  0.00
C (3.81, 0.00, -3.39)  0.00
C (1.37, 0.08, -3.83)  0.00
O (1.47, -0.62, -4.83)  0.00
O (0.31, 0.71, -3.44)  0.00
C (3.19, 1.95, 0.28)  0.00
O (3.91, 2.90, 0.46)  0.00
O (1.08, 3.01, -0.35)  0.10
H (6.78, 0.33, -2.38)  0.00
H (5.45, 1.25, -0.72)  0.00
H (3.92, -0.44, -4.37)  0.00
Br (-6.73, 2.70, -1.24)  0.00
C (-4.93, 2.39, -0.73)  0.00
C (-4.55, 2.41, 0.60)  0.00
Br (-5.82, 2.80, 1.96)  0.00
C (-3.22, 2.15, 0.96)  0.01
Br (-2.66, 2.13, 2.76)  0.00
C (-2.26, 1.88, -0.01)  -0.01
O (-0.99, 1.59, 0.21)  0.00
C (-2.65, 1.91, -1.36)  0.00
O (-1.68, 1.70, -2.23)  -0.01
C (-3.97, 2.13, -1.71)  -0.01
Br (-4.38, 2.05, -3.55)  0.00
O (2.34, 1.42, 1.15)  0.00
C (1.61, 2.37, 1.95)  -0.09
C (2.53, 3.23, 2.80)  0.03
C (2.47, 4.55, 3.12)  0.01
C (3.48, 4.94, 4.05)  0.00
C (4.28, 3.91, 4.42)  0.00
S (3.82, 2.45, 3.65)  0.00
C (0.80, 3.23, 0.88)  0.18
C (-0.11, 4.14, 1.38)  0.00
C (-0.93, 5.06, 0.73)  0.28
C (-1.01, 5.59, -0.57)  -0.01
S (-0.05, 5.41, -1.91)  0.42
C (0.78, 1.52, 2.89)  0.05
C (0.50, 1.80, 4.20)  0.01
C (-0.18, 0.74, 4.86)  0.00
C (-0.37, -0.33, 4.04)  0.00
S (0.23, -0.05, 2.48)  0.00
H (1.75, 5.23, 2.69)  0.01
H (3.59, 5.95, 4.42)  0.00
H (5.13, 3.93, 5.08)  0.00
H (-0.28, 4.05, 2.44)  -0.02
H (-1.67, 5.50, 1.40)  0.02
H (-1.84, 6.28, -0.69)  -0.01
H (0.78, 2.73, 4.68)  0.00
H (-0.50, 0.78, 5.89)  0.00
H (-0.86, -1.26, 4.28)  0.00
N (-2.59, -5.25, -1.60)  0.00
C (-2.56, -6.61, -1.38)  0.00
C (-3.52, -7.61, -1.54)  0.00
C (-3.13, -8.89, -1.19)  0.00
C (-1.83, -9.17, -0.72)  0.00
C (-0.90, -8.17, -0.57)  0.00
C (-1.27, -6.87, -0.90)  0.00
N (-0.54, -5.69, -0.83)  0.00
C (-1.36, -4.77, -1.25)  0.01
C (-1.02, -3.33, -1.32)  -0.01
C (0.19, -2.90, -0.81)  0.00
C (0.49, -1.55, -0.85)  0.00
N (-0.36, -0.65, -1.36)  0.00
C (-1.52, -1.06, -1.88)  0.00
C (-1.89, -2.39, -1.86)  0.00
H (-3.37, -4.72, -1.94)  0.00
H (-4.51, -7.40, -1.91)  0.00
H (-3.84, -9.71, -1.29)  0.00
H (-1.57, -10.19, -0.47)  0.00
H (0.10, -8.38, -0.21)  0.00
H (0.88, -3.60, -0.38)  0.00
H (1.41, -1.16, -0.43)  0.00
H (-2.15, -0.29, -2.31)  0.00
H (-2.84, -2.67, -2.29)  0.00

Calculated values
**Highest occupied orbital energy (alpha / beta)**: -3.8 / -4.6 eV
**Energy above the lowest of the compared OMol25 structures with the same formula, charge and spin**: 3.520 eV
**Spin multiplicity**: 2
**Orbital gap (alpha / beta)**: 0.1785 / 0.2090 Ha
**DFT total energy**: -13876.66517 Eh
**Net charge**: -1